Record 1
{"formula": "C8H17CuIO7", "method": "wB97M-V/def2-TZVPD", "lumo_ev": -0.112, "homo_ev": -3.8, "homo_lumo_gap_ev": 3.72, "total_charge": -1, "largest_force_ev_per_a": 4.73, "total_energy_ha": -2779.7130, "species": ["Cu", "C", "C", "O", "H", "H", "H", "H", "H", "I", "C", "O", "C", "O", "O", "C", "H", "H", "H", "H", "H", "H", "C", "O", "C", "O", "O", "C", "H", "H", "H", "H", "H", "H"], "coordinates": [[1.5527, 1.1915, -1.1968], [0.1754, 3.3562, 3.4668], [-0.0039, 4.3418, 2.3133], [0.9193, 4.4321, 1.3384], [0.1850, 2.3319, 3.0942], [-0.4551, 3.4989, 4.3445], [1.1539, 3.4237, 3.9422], [-0.1939, 5.2911, 2.8141], [-1.0256, 4.0605, 2.0580], [4.9368, 2.5972, -4.1954], [1.4480, -2.5346, 3.6748], [2.2358, -3.4393, 3.0556], [2.8070, -3.1713, 1.8747], [2.5342, -2.2057, 1.1797], [3.7511, -4.1414, 1.6994], [4.4174, -4.2557, 0.5151], [1.1703, -2.8043, 4.6937], [0.5560, -2.2889, 3.0985], [2.1620, -1.7149, 3.7546], [5.3473, -4.8080, 0.6510], [4.7180, -3.3525, -0.0158], [3.7836, -4.8841, -0.1107], [-4.7569, -1.6120, -3.4725], [-4.5512, -0.2873, -3.8102], [-3.4260, 0.3802, -3.4381], [-2.6126, 0.0328, -2.5201], [-3.4903, 1.6237, -3.9259], [-2.4991, 2.5595, -3.7451], [-3.8413, -2.1449, -3.7290], [-5.6293, -2.0913, -3.9168], [-4.7061, -1.7330, -2.3904], [-2.0465, 2.5871, -2.7539], [-2.8977, 3.5570, -3.9301], [-1.7186, 2.2043, -4.4179]], "forces_ev_per_angstrom": [[0.2976, 0.6734, 0.1432], [1.9208, -0.5291, 0.5959], [-0.4046, -0.1813, 0.6734], [-0.1233, -0.8159, -0.0545], [-0.5147, -0.2686, 0.0093], [-0.8229, -0.0594, -0.3747], [0.5734, 0.3154, -0.2006], [0.2016, 0.9904, 0.2185], [-0.8167, 0.0231, -1.2264], [-0.3590, -0.2346, 0.2470], [-0.3242, 2.8787, 0.5757], [1.5755, -3.7933, -1.3239], [-0.0533, 0.8698, 0.0368], [0.7231, -1.7379, 0.6026], [-1.5019, 1.5239, 2.1901], [0.8008, -0.8452, -2.4292], [0.1577, -0.6552, -0.2646], [0.0592, 0.2260, 0.0216], [-0.9954, 1.1427, 0.3428], [-0.1060, -0.0612, 0.4951], [-0.5351, 0.3611, 0.3054], [0.1743, 0.1557, -0.6063], [2.1201, -1.6053, 1.4458], [0.5561, 2.4011, -1.1610], [1.1569, -0.0525, 4.5373], [-2.5872, 0.5027, -3.9245], [-2.5913, -2.1901, -0.4203], [2.1701, 0.2147, 0.3798], [-0.1471, -0.4902, -0.5661], [0.0432, 0.7375, -0.1049], [-0.7493, 0.1176, 0.2325], [-0.3372, -0.3159, 0.2590], [0.0274, -0.3191, -0.4559], [0.4114, 1.0211, -0.1988]]}

Record 2
{"formula": "C8H17EuP2", "method": "wB97M-V/def2-TZVPD", "lumo_ev": [-0.237, -0.517], "homo_ev": [-5.3, -6.1], "homo_lumo_gap_ev": [5.04, 5.55], "total_charge": 0, "de_lowest_kcal_mol": 0.29, "largest_force_ev_per_a": 1.94, "multiplicity": 7, "s_squared": 12.0121, "total_energy_ha": -1707.7543, "species": ["C", "C", "C", "C", "C", "Eu", "P", "H", "H", "H", "H", "H", "H", "H", "H", "C", "P", "C", "C", "H", "H", "H", "H", "H", "H", "H", "H", "H"], "coordinates": [[-0.2331, -0.0109, -2.2255], [-1.3083, 0.8171, -2.6516], [-0.7799, 2.0817, -3.0354], [0.6331, 2.0523, -2.8626], [1.0001, 0.7771, -2.3452], [2.0039, -1.7626, 0.0654], [-0.0823, -3.7731, -0.4640], [-0.2941, -1.0607, -1.9229], [-2.3560, 0.5256, -2.6820], [-1.3552, 2.9220, -3.4176], [2.0112, 0.4192, -2.1123], [1.3231, 2.8636, -3.0873], [0.3103, -4.7016, -1.4927], [-1.4065, -3.5488, -0.9733], [-0.4593, -4.7813, 0.4879], [1.3475, 0.9880, 3.1263], [0.6461, 0.2288, 1.6139], [-0.5539, -0.9504, 2.3531], [-0.4712, 1.5573, 1.0423], [1.2587, 0.2893, 3.9679], [0.8242, 1.9250, 3.3579], [2.4102, 1.2004, 2.9487], [-0.3567, -1.0050, 3.4312], [-1.5698, -0.5715, 2.1839], [-0.4672, -1.9583, 1.9155], [-0.6451, 2.2508, 1.8761], [-0.0084, 2.0960, 0.2066], [-1.4212, 1.1302, 0.6958]], "forces_ev_per_angstrom": [[1.1168, 1.1339, 0.0006], [0.6084, 0.1573, 0.1719], [0.4549, -0.8000, 0.3051], [-0.2403, -0.5956, 0.4742], [-1.4493, -0.4589, 0.0445], [0.6548, 0.5427, -0.7631], [-1.2422, -1.3989, -0.5305], [-0.0816, 0.0853, -0.1384], [0.2193, 0.0666, -0.0297], [0.1349, -0.2112, 0.0751], [-0.1915, 0.1795, -0.2588], [-0.1812, -0.1889, 0.0646], [-0.1295, 0.4297, 0.4494], [0.5116, -0.0071, 0.1889], [0.2352, 0.4683, -0.3336], [0.5183, 0.0808, 0.1241], [-0.7080, 0.7912, 0.3912], [-0.2661, -0.1354, 0.1829], [0.0142, 0.2696, -0.2914], [0.1585, 0.2628, -0.1745], [0.1912, -0.3088, 0.0423], [-0.2606, 0.0641, 0.2517], [-0.2085, -0.2404, -0.3025], [0.2063, -0.2711, 0.0992], [-0.1165, 0.2159, 0.2298], [-0.1166, -0.1823, -0.2492], [-0.1867, -0.1141, 0.0351], [0.3542, 0.1651, -0.0591]]}

Record 3
{"formula": "C8H17IrN2O3S", "method": "wB97M-V/def2-TZVPD", "lumo_ev": [-3.999, -8.400], "homo_ev": [-7.5, -11.6], "homo_lumo_gap_ev": [3.45, 3.17], "total_charge": 1, "de_lowest_kcal_mol": 26.25, "largest_force_ev_per_a": 6.13, "multiplicity": 6, "s_squared": 8.7723, "total_energy_ha": -1152.2420, "species": ["C", "Ir", "N", "N", "H", "H", "H", "H", "H", "H", "H", "H", "H", "H", "C", "C", "C", "C", "C", "C", "C", "S", "O", "O", "O", "H", "H", "H", "H", "H", "H", "H"], "coordinates": [[2.4987, 1.4706, -2.8560], [-1.0640, -0.1586, -3.0735], [-1.7923, -1.9770, -2.6698], [-0.0731, -0.2070, -4.9176], [-2.6691, -1.9155, -2.1212], [3.0388, 0.4989, -2.7711], [2.7188, 1.9355, -1.8806], [1.2860, 1.2972, -3.0520], [3.1569, 2.0946, -3.5302], [-0.7567, -0.1902, -5.6923], [0.4664, -1.0550, -5.1369], [0.6802, 0.4586, -5.1751], [-2.0612, -2.4621, -3.5498], [-1.2128, -2.6585, -2.1602], [0.4848, 1.2986, 5.3623], [0.1091, 0.7654, 4.0063], [0.0367, -0.6324, 3.8787], [-0.2719, -1.1830, 2.6354], [-0.4958, -0.3962, 1.5094], [-0.4243, 1.0040, 1.6227], [-0.1117, 1.5462, 2.8788], [-1.0426, -1.0702, -0.0685], [-0.4247, -2.3863, -0.1340], [-2.5005, -1.0701, -0.1207], [-0.5202, -0.0741, -1.1903], [-0.2758, 1.0315, 6.1062], [1.4579, 0.9398, 5.7351], [0.5250, 2.3700, 5.3261], [0.2286, -1.3282, 4.7050], [-0.3790, -2.2690, 2.4836], [-0.6102, 1.6914, 0.8053], [-0.0020, 2.6311, 3.0450]], "forces_ev_per_angstrom": [[-0.4349, -0.4725, 0.0945], [-1.8556, 3.8322, -1.8265], [-2.0675, -4.2697, -0.3411], [2.5830, -0.8045, -2.9581], [0.4858, 0.0214, -0.3481], [-0.7205, 0.3618, -0.2808], [-0.7950, -0.1091, -0.1374], [3.5004, 0.8882, 0.3452], [-1.5111, -0.6198, 0.0183], [0.2101, 0.3792, 0.5378], [-0.2575, -0.4048, 0.2161], [-0.8488, 0.3989, 0.3575], [0.1031, 0.3114, 0.7014], [-0.0296, 0.2192, -0.1193], [-0.2823, 0.2755, -0.5876], [0.8502, -0.4051, 1.6457], [-0.4455, -2.2449, -1.7481], [0.0651, -1.5325, 1.0874], [-0.7054, 0.8975, -0.9101], [0.4585, 1.8981, 1.9691], [-0.2250, 1.2462, -1.5396], [0.1234, -0.1080, -2.1746], [-0.1341, 1.1318, 0.1238], [1.2717, 0.3804, 0.9768], [0.9613, -1.6477, 5.8302], [0.0788, -0.2042, -0.1124], [-0.3288, -0.2058, -0.3196], [0.0763, 0.5887, 0.0844], [-0.1225, 0.5584, -0.2238], [0.2289, 0.5530, 0.3220], [0.0111, -0.3352, -0.1618], [-0.2436, -0.5784, -0.5212]]}